Here is an isolated molecule of C4H8O3 from OMol25. Energies are from ωB97M-V with the def2-TZVPD basis set.

The geometry in XYZ format:
```
15
Properties=species:S:1:pos:R:3:forces:R:3
O -0.7120 1.3447 -0.3647 0.041 0.493 0.029
C -1.6155 0.3124 -0.7056 -0.045 -0.183 -0.011
C -0.9769 -0.8913 0.0044 0.100 0.014 0.121
C 0.5551 -0.6434 -0.0205 0.302 -0.279 -0.315
O 1.1516 -1.1435 -0.9560 -0.178 0.109 0.261
C 1.4592 0.1835 0.9664 -0.335 -0.192 0.084
O 2.7639 0.1806 0.4595 0.058 -0.122 -0.010
H -1.0509 2.2324 -0.3914 -0.568 0.345 -0.290
H -1.6571 0.1649 -1.7960 0.176 0.006 0.246
H -2.6469 0.4970 -0.3678 0.328 0.013 0.077
H -1.1664 -1.8148 -0.5573 0.185 0.207 0.195
H -1.4094 -1.0097 1.0033 0.331 0.177 0.001
H 1.1477 1.2287 1.1012 -0.353 -0.474 -0.236
H 1.4475 -0.2745 1.9693 -0.168 -0.160 -0.199
H 2.7101 -0.3670 -0.3449 0.126 0.044 0.048
```
Positions in Å, forces in eV/Å.

Calculated values
Largest force on an atom: 0.73 eV/Å
Total energy: -10419.1278 eV
Energy relative to the best compared isomer or geometry (same formula, charge and spin): 43.25 kcal/mol
SMILES: O=C(CO)CCO
HOMO: -9.9 eV
Gap between HOMO and LUMO: 10.51 eV